Record 1
Density functional theory data (ωB97M-V with the def2-TZVPD basis set) for one molecule with the formula C4H9FNO5PS in a non-equilibrium geometry.

Output
**Structure (SMILES)**: CCOCN(F)C(=O)OP(O)(O)=S
**E**: -38863.1770 eV

Geometry as ORCA input:
```
! wB97M-V def2-TZVPD RIJCOSX def2/J DEFGRID3
* xyz 0 1
C -2.208 -1.333 -0.434
C -1.619 -0.810 -1.724
O -0.284 -1.235 -2.004
C 0.645 -0.825 -1.080
N 0.797 0.636 -0.972
F 0.553 1.258 -2.160
C 0.124 1.285 0.067
O -0.482 2.315 -0.091
O 0.185 0.653 1.288
P 1.389 1.214 2.286
O 2.413 1.921 1.306
O 2.068 -0.097 2.864
S 0.668 2.325 3.640
H -3.089 -0.740 -0.224
H -2.530 -2.362 -0.502
H -1.566 -1.227 0.432
H -1.679 0.272 -1.784
H -2.222 -1.186 -2.536
H 0.484 -1.220 -0.086
H 1.593 -1.230 -1.409
H 2.888 1.267 0.780
H 1.871 -0.883 2.342
*
```

These are the natural (NBO) partial charges, in e, on atoms 1 to 4: -0.6501 -0.0871 -0.5014 0.0629

---

Record 2
Density functional theory data (ωB97M-V with the def2-TZVPD basis set) for C10H18CaF6N7O5S2SbSe4 as an isolated structure in a non-equilibrium geometry.

Output
**Energy above the lowest of the compared OMol25 structures with the same formula, charge and spin**: 56.6 kJ/mol
**E**: -355675.3093 eV

Geometry as ORCA input:
```
! wB97M-V def2-TZVPD RIJCOSX def2/J DEFGRID3
* xyz -2 1
Ca -0.189 1.308 -0.447
Se -5.647 1.790 0.537
Sb -3.820 0.307 -0.128
Se -2.065 0.431 1.671
Se -2.621 1.218 -2.167
Se -4.526 -1.985 -0.564
C -0.990 -3.212 -0.816
N 0.037 -2.411 -0.142
C 1.348 -2.887 -0.565
N 1.560 -4.313 -0.253
C 0.490 -5.072 -0.913
N -0.843 -4.647 -0.507
C -0.950 -4.798 0.945
N 0.076 -4.034 1.666
C -0.093 -2.614 1.301
C 1.385 -4.474 1.195
H -0.904 -3.070 -1.895
H -1.981 -2.869 -0.513
H 2.122 -2.303 -0.066
H 1.447 -2.751 -1.645
H 0.617 -6.133 -0.673
H 0.588 -4.944 -1.994
H -0.844 -5.857 1.201
H -1.935 -4.449 1.259
H 0.664 -2.018 1.816
H -1.075 -2.265 1.617
H 1.517 -5.532 1.447
H 2.157 -3.892 1.706
C -4.031 4.733 0.161
N -2.780 4.046 0.414
C -1.764 4.072 -0.448
N -1.916 4.839 -1.587
O -0.682 3.492 -0.232
H -4.666 4.612 1.033
H -4.576 4.289 -0.676
H -3.836 5.793 -0.017
H -2.776 3.265 1.065
H -2.841 4.762 -1.989
H -1.209 4.574 -2.258
F 4.406 2.071 2.349
C 4.027 0.927 1.776
F 4.893 0.616 0.825
F 4.051 -0.042 2.695
S 2.275 1.104 1.190
O 1.990 -0.027 0.332
O 1.554 1.252 2.408
N 2.163 2.442 0.339
S 2.644 2.430 -1.183
O 3.909 1.804 -1.421
O 1.562 2.137 -2.100
C 2.948 4.237 -1.384
F 3.905 4.643 -0.549
F 1.857 4.954 -1.175
F 3.368 4.446 -2.638
*
```

These are the natural (NBO) partial charges, in e, on atoms 1 to 4: 1.7169 -0.9032 1.0748 -1.0165

---

Record 3
Density functional theory data (ωB97M-V with the def2-TZVPD basis set) for an isolated ion of composition C3H8NO2 and charge -1 in a non-equilibrium geometry.

Output
**Structure (SMILES)**: N[C@@H](C[O-])CO
**Energy above the lowest of the compared OMol25 structures with the same formula, charge and spin**: 457.1 kJ/mol
**E**: -8823.0542 eV

Geometry as ORCA input:
```
! wB97M-V def2-TZVPD RIJCOSX def2/J DEFGRID3
* xyz -1 1
C 1.217 -1.036 -0.542
O 0.202 -1.656 -1.217
C 0.602 0.357 -0.065
C -0.943 0.146 -0.037
O -1.889 1.292 0.298
N 1.055 0.678 1.373
H 2.044 -1.032 -1.089
H 1.548 -1.760 0.312
H 0.981 1.331 -0.536
H -1.221 0.014 -1.114
H -1.348 -0.627 0.714
H -2.462 1.686 -0.443
H 0.758 1.667 1.586
H 0.557 0.075 2.166
*
```

These are the natural (NBO) partial charges, in e, on atoms 1 to 4: -0.0304 -0.9820 -0.0985 -0.0617

---

Record 4
Density functional theory data (ωB97M-V with the def2-TZVPD basis set) for a 2-piece molecular cluster, C9H8BrF3N2 overall in a non-equilibrium geometry.

Output
**Structure (SMILES)**: CC(=N/F)/C(F)=N/F.Brc1ccccc1
**Energy above the lowest of the compared OMol25 structures with the same formula, charge and spin**: 436.7 kJ/mol
**E**: -90632.2366 eV

Geometry as ORCA input:
```
! wB97M-V def2-TZVPD RIJCOSX def2/J DEFGRID3
* xyz 0 1
C -2.740 2.630 0.645
C -2.172 2.113 -0.531
C -1.972 2.600 1.808
C -0.807 1.757 -0.632
C -0.676 2.104 1.783
C -0.088 1.735 0.561
C 1.504 -2.210 -1.151
C 2.885 -2.575 -1.234
C 0.851 -2.387 0.175
N 0.896 -1.966 -2.272
N -0.398 -2.326 0.351
F -0.438 -1.606 -2.174
F -0.781 -2.553 1.632
F 1.684 -2.754 1.163
Br 1.764 1.188 0.511
H -3.789 3.112 0.633
H -2.892 2.132 -1.394
H -2.311 3.155 2.763
H -0.344 1.673 -1.541
H -0.208 2.128 2.722
H 3.253 -3.666 -0.943
H 3.320 -2.494 -2.319
H 3.458 -1.790 -0.557
*
```

These are the natural (NBO) partial charges, in e, on atoms 1 to 4: -0.2209 -0.1885 -0.1938 -0.2453

---

Record 5
Density functional theory data (ωB97M-V with the def2-TZVPD basis set) for one molecule with the formula C22H29ClN2O3.

Output
**Structure (SMILES)**: CCOc1cc(CNC(C)C)c(Cl)cc1OCC(=O)NCCc1ccccc1
**Energy above the lowest of the compared OMol25 structures with the same formula, charge and spin**: 14.1 kJ/mol
**E**: -44930.3246 eV

Geometry as ORCA input:
```
! wB97M-V def2-TZVPD RIJCOSX def2/J DEFGRID3
* xyz 0 1
C 0.142 -1.015 -3.539
C 1.147 -0.368 -2.598
H 1.763 -1.138 -2.113
O 0.418 0.356 -1.624
C 1.099 1.019 -0.648
C 2.476 1.025 -0.498
C 3.099 1.700 0.548
C 2.294 2.379 1.451
C 0.915 2.408 1.314
C 0.305 1.731 0.272
O -1.044 1.778 0.039
C -1.918 1.461 1.104
H -2.804 2.094 0.996
C -2.397 0.001 1.066
O -3.128 -0.437 1.930
N -1.915 -0.709 0.033
H -1.371 -0.214 -0.666
C -2.452 -1.996 -0.327
C -3.434 -1.873 -1.506
C -4.533 -0.916 -1.142
C -4.399 0.441 -1.406
C -5.373 1.336 -0.999
C -6.493 0.884 -0.324
C -6.636 -0.468 -0.060
C -5.660 -1.360 -0.464
H -5.771 -2.413 -0.247
H -7.506 -0.826 0.470
H -7.251 1.582 -0.002
H -5.254 2.389 -1.208
H -3.525 0.803 -1.929
H -3.839 -2.861 -1.729
H -2.897 -1.508 -2.385
H -2.975 -2.378 0.552
H -1.631 -2.673 -0.585
H -1.474 1.653 2.084
H 0.320 2.972 2.015
Cl 2.998 3.243 2.779
C 4.598 1.620 0.727
N 5.016 0.770 1.827
H 4.690 1.175 2.699
C 4.594 -0.624 1.755
C 4.748 -1.246 3.139
H 4.490 -2.301 3.113
H 5.777 -1.143 3.476
H 4.096 -0.751 3.857
C 5.464 -1.371 0.743
H 5.223 -2.431 0.752
H 5.308 -0.994 -0.264
H 6.512 -1.242 1.001
H 3.535 -0.713 1.446
H 5.057 1.247 -0.191
H 4.998 2.618 0.925
H 3.101 0.490 -1.196
H 1.804 0.313 -3.155
H -0.500 -0.254 -3.974
H 0.666 -1.536 -4.335
H -0.474 -1.728 -2.997
*
```

These are the natural (NBO) partial charges, in e, on atoms 1 to 4: -0.6199 -0.0625 0.1751 -0.5238

---

Record 6
Density functional theory data (ωB97M-V with the def2-TZVPD basis set) for C37H32ClFIKN9O as an isolated structure in a non-equilibrium geometry.

Output
**Energy above the lowest of the compared OMol25 structures with the same formula, charge and spin**: 92.8 kJ/mol
**E**: -94014.7220 eV

Geometry as ORCA input:
```
! wB97M-V def2-TZVPD RIJCOSX def2/J DEFGRID3
* xyz -1 1
K 0.237 0.004 0.034
C -1.374 3.884 -2.428
C -2.060 3.504 -3.577
C -2.147 2.163 -3.887
C -1.572 1.213 -3.023
N -0.893 1.600 -1.934
C -0.793 2.880 -1.662
C -1.621 -0.224 -3.272
C -2.493 -0.820 -4.201
C -2.397 -2.176 -4.434
C -1.446 -2.919 -3.741
C -0.667 -2.255 -2.800
N -0.752 -0.966 -2.571
H -1.288 4.922 -2.147
H -2.499 4.250 -4.229
H -2.635 1.854 -4.800
H -0.196 3.124 -0.796
H -3.236 -0.234 -4.723
H -3.057 -2.658 -5.144
H -1.329 -3.974 -3.928
H 0.079 -2.777 -2.217
N 1.270 0.677 5.021
C 2.358 -0.153 5.052
C 2.639 -0.437 3.746
N 1.756 0.176 2.930
C 0.935 0.847 3.702
C -0.102 1.722 3.242
N -0.571 1.753 2.018
C -1.422 2.798 1.958
C -1.491 3.424 3.169
N -0.650 2.729 3.994
H 0.795 1.034 5.833
H 2.817 -0.453 5.972
H 3.436 -1.029 3.345
H -1.944 3.032 1.057
H -2.052 4.270 3.507
H -0.465 2.951 4.957
Cl 6.659 3.328 -1.809
C 5.287 2.277 -1.555
C 5.236 1.082 -2.241
C 4.180 0.231 -2.023
I 4.055 -1.621 -3.029
C 3.111 0.463 -1.131
O 2.223 -0.386 -0.919
C 3.152 1.771 -0.493
N 2.106 2.101 0.263
C 2.091 3.257 0.872
C 3.139 4.183 0.797
C 4.221 3.882 0.017
C 4.257 2.659 -0.684
H 6.020 0.820 -2.935
H 1.205 3.478 1.450
H 3.082 5.117 1.338
H 5.049 4.571 -0.080
C -1.745 -6.144 -0.469
C -0.806 -5.083 -0.026
C 0.568 -5.067 0.073
C 0.896 -3.793 0.577
N -0.205 -3.095 0.781
N -1.221 -3.872 0.407
C 2.235 -3.221 0.852
H -1.337 -7.128 -0.246
H -1.923 -6.077 -1.542
H -2.701 -6.036 0.039
H 1.241 -5.860 -0.182
H -2.160 -3.515 0.494
H 2.971 -4.000 1.042
H 2.159 -2.542 1.697
H 2.551 -2.637 -0.010
F -5.131 3.708 3.152
C -4.610 2.553 2.599
C -4.526 2.430 1.218
C -4.005 1.286 0.674
C -3.506 0.220 1.487
C -2.972 -0.923 0.954
C -3.630 0.405 2.900
C -4.172 1.540 3.440
H -4.862 3.248 0.594
H -3.936 1.182 -0.401
H -2.893 -1.061 -0.110
H -2.582 -1.693 1.597
H -3.281 -0.386 3.550
H -4.270 1.659 4.512
*
```

These are the Löwdin partial charges, in e, on atoms 1 to 4: 0.6604 -0.0446 -0.0710 -0.0150

---

Record 7
Density functional theory data (ωB97M-V with the def2-TZVPD basis set) for one molecule with the formula C20H23N3O4S.

Output
**Structure (SMILES)**: COCCNC(=S)N/N=C/c1ccc(OCc2ccc(C(=O)OC)cc2)cc1
**Energy above the lowest of the compared OMol25 structures with the same formula, charge and spin**: 204.4 kJ/mol
**E**: -44608.0996 eV

Geometry as ORCA input:
```
! wB97M-V def2-TZVPD RIJCOSX def2/J DEFGRID3
* xyz 0 1
C 2.516 -0.942 1.946
H 2.335 0.131 1.924
O 1.396 -1.530 2.553
C 1.506 -2.928 2.704
C 0.263 -3.422 3.434
N -0.900 -3.114 2.643
C -2.130 -3.546 2.949
S -2.472 -4.670 4.108
N -3.149 -3.010 2.211
N -2.892 -2.125 1.247
C -3.829 -1.497 0.651
C -3.498 -0.552 -0.393
C -4.386 0.463 -0.757
C -4.021 1.414 -1.682
C -2.767 1.364 -2.297
C -1.907 0.310 -1.996
C -2.266 -0.619 -1.042
H -1.590 -1.419 -0.788
H -0.950 0.216 -2.483
O -2.485 2.388 -3.149
C -1.233 2.419 -3.797
C -0.040 2.438 -2.871
C 1.184 1.945 -3.314
C 2.268 1.886 -2.462
C 2.136 2.308 -1.141
C 0.922 2.833 -0.705
C -0.153 2.910 -1.568
H -1.094 3.314 -1.226
H 0.838 3.167 0.317
C 3.242 2.180 -0.166
O 3.127 2.371 1.022
O 4.397 1.806 -0.736
C 5.498 1.648 0.146
H 6.349 1.378 -0.474
H 5.288 0.862 0.876
H 5.692 2.579 0.682
H 3.212 1.491 -2.804
H 1.278 1.591 -4.331
H -1.144 1.572 -4.493
H -1.258 3.342 -4.387
H -4.687 2.221 -1.945
H -5.356 0.521 -0.285
H -4.883 -1.628 0.917
H -4.101 -3.271 2.470
H -0.840 -2.304 2.038
H 0.201 -2.932 4.414
H 0.311 -4.503 3.592
H 1.586 -3.412 1.718
H 2.403 -3.183 3.287
H 2.654 -1.313 0.922
H 3.429 -1.146 2.519
*
```

These are the natural (NBO) partial charges, in e, on atoms 1 to 4: -0.2517 0.2149 -0.5479 -0.0684

---

no.,gap between HOMO and LUMO (eV)
1,9.2
2,5.4
3,6.0
4,9.0
5,9.0
6,4.0
7,8.1